[1]
A structure of composition C19H45N6O7Zr in a non-equilibrium geometry, computed with ωB97M-V/def2-TZVPD.

```
78
C19H45N6O7Zr (ωB97M-V/def2-TZVPD)
Zr -12.981 -15.492 -3.158
C -12.348 -17.313 -6.220
O -12.404 -16.680 -4.935
H -12.462 -16.556 -6.996
H -11.347 -17.624 -6.520
H -13.167 -18.001 -6.427
C -16.982 -21.510 -5.340
O -17.168 -22.273 -4.384
N -15.816 -20.867 -5.578
C -15.468 -20.260 -6.900
C -14.755 -21.063 -4.581
H -17.750 -21.275 -6.094
H -16.363 -20.193 -7.518
H -14.723 -20.954 -7.291
H -15.033 -19.283 -6.694
H -15.192 -21.364 -3.629
H -14.058 -21.824 -4.931
H -14.455 -20.055 -4.295
C -16.002 -16.245 -4.802
O -14.992 -15.965 -4.121
N -16.302 -15.683 -6.022
C -17.474 -16.172 -6.774
C -15.342 -14.787 -6.717
H -16.803 -16.960 -4.556
H -17.207 -16.175 -7.830
H -18.283 -15.459 -6.611
H -17.697 -17.206 -6.512
H -15.972 -13.992 -7.113
H -14.453 -14.494 -6.159
H -14.875 -15.243 -7.590
C -6.131 -17.843 -4.211
O -5.231 -18.595 -3.778
N -6.621 -18.050 -5.478
C -7.814 -17.427 -6.005
C -6.057 -19.090 -6.376
H -6.617 -17.095 -3.566
H -7.746 -16.976 -6.995
H -8.162 -16.646 -5.329
H -8.628 -18.141 -6.132
H -6.577 -20.047 -6.420
H -6.055 -18.867 -7.443
H -5.065 -19.474 -6.140
C -9.536 -14.538 -4.191
O -10.669 -14.609 -3.723
N -9.252 -14.028 -5.380
C -7.824 -13.789 -5.721
C -10.205 -13.612 -6.371
H -8.610 -14.872 -3.697
H -7.555 -12.782 -6.037
H -7.714 -14.374 -6.634
H -7.035 -14.173 -5.074
H -9.977 -12.640 -6.807
H -10.190 -14.288 -7.226
H -11.257 -13.605 -6.088
C -14.837 -13.873 -10.114
O -15.631 -12.953 -9.992
N -13.604 -13.864 -9.564
C -12.582 -14.832 -10.113
C -13.136 -12.618 -8.907
H -15.107 -14.743 -10.734
H -13.003 -15.831 -10.228
H -11.834 -15.151 -9.388
H -12.012 -14.404 -10.938
H -13.934 -11.918 -8.663
H -12.715 -13.038 -7.993
H -12.253 -12.121 -9.311
C -10.051 -17.760 -2.323
O -11.006 -16.960 -2.452
N -9.851 -18.946 -2.910
C -8.681 -19.763 -2.622
C -10.660 -19.650 -3.891
H -9.238 -17.484 -1.633
H -8.832 -20.805 -2.342
H -8.087 -19.371 -1.796
H -8.003 -19.768 -3.475
H -11.545 -19.185 -4.324
H -10.005 -19.703 -4.762
H -10.833 -20.713 -3.722
```

Output
F_max (eV Å⁻¹): 10.73
Gap between HOMO and LUMO (eV): 2.22
Relative energy (zero: lowest compared OMol25 entry of this formula, charge and spin) (kcal per mole): 43.8
Charge: +3

Atomic partial charges in e from the Mulliken method, atoms 1 to 8: number 1, Zr, carries 2.055; number 2, C, carries -0.165; number 3, O, carries 0.222; number 4, H, carries 0.084; number 5, H, carries 0.181; number 6, H, carries 0.053; number 7, C, carries 0.120; number 8, O, carries -0.543


[2]
A cluster of 2 separate species, C5H8BrNO3 in total in a non-equilibrium geometry, computed with ωB97M-V/def2-TZVPD.

```
18
C5H8BrNO3 (ωB97M-V/def2-TZVPD)
O -1.757 1.693 0.628
N -2.106 0.522 0.645
O -1.698 -0.294 1.610
C -2.956 0.120 -0.215
Br -3.646 -1.620 -0.031
H -0.904 0.114 1.971
H -3.295 0.774 -0.960
C 2.758 0.008 0.266
C 1.483 0.450 -0.348
C 0.484 -0.777 -0.254
C -0.200 -0.829 -1.333
O -0.744 -0.487 -2.279
H 3.079 -0.961 -0.068
H 3.480 0.657 -0.183
H 2.889 0.115 1.325
H 0.980 1.383 0.088
H 1.724 0.703 -1.314
H 0.428 -1.572 0.451
```

Output
F_max (eV Å⁻¹): 4.18
Gap between HOMO and LUMO (eV): 9.47
SMILES: [O-]/[N+](O)=C/Br.CCC=C=O
Relative energy (zero: lowest compared OMol25 entry of this formula, charge and spin) (kcal per mole): 25.6

Atomic partial charges in e from the Mulliken method, atoms 1 to 8: number 1, O, carries -0.707; number 2, N, carries 0.834; number 3, O, carries -0.426; number 4, C, carries -0.427; number 5, Br, carries -0.115; number 6, H, carries 0.376; number 7, H, carries 0.449; number 8, C, carries -1.360


[3]
A cluster of 2 separate species, C3H9NO in total in a non-equilibrium geometry, computed with ωB97M-V/def2-TZVPD.

```
14
C3H9NO (ωB97M-V/def2-TZVPD)
N -3.221 2.664 1.271
C -3.472 3.137 0.034
O -2.821 2.864 -0.947
H -3.549 3.073 2.131
H -2.470 1.996 1.404
H -4.320 3.828 -0.023
C 3.162 -2.347 -0.804
C 1.810 -2.066 -0.165
H 3.965 -2.211 -0.091
H 3.393 -1.664 -1.630
H 3.178 -3.336 -1.248
H 1.778 -2.434 0.866
H 1.589 -0.995 -0.087
H 0.979 -2.506 -0.712
```

Output
F_max (eV Å⁻¹): 1.25
Gap between HOMO and LUMO (eV): 10.98
SMILES: NC=O.CC
Relative energy (zero: lowest compared OMol25 entry of this formula, charge and spin) (kcal per mole): 10.9

Atomic partial charges in e from the Mulliken method, atoms 1 to 8: number 1, N, carries -0.331; number 2, C, carries 0.114; number 3, O, carries -0.535; number 4, H, carries 0.213; number 5, H, carries 0.231; number 6, H, carries 0.307; number 7, C, carries -0.783; number 8, C, carries -0.781


Q: Which formula does entry 2 have?
A: C5H8BrNO3